1.
A molecular structure, C33H30ClMgN2O4PS. Source: the OMol25 dataset; level of theory: ωB97M-V/def2-TZVPD.

XYZ file:
```
73
Properties=species:S:1:pos:R:3:forces:R:3
Mg 0.476 -0.363 0.725 0.0 0.4 -0.2
C 4.097 -0.278 3.400 0.0 0.0 0.0
C 3.803 0.759 4.273 0.0 0.0 0.0
C 2.627 1.466 4.115 0.0 0.0 0.0
C 1.740 1.121 3.088 0.1 0.0 0.0
N 2.043 0.116 2.259 -0.1 0.0 0.1
C 3.179 -0.554 2.405 0.0 0.0 0.0
C 0.460 1.840 2.828 -0.1 0.1 0.0
C 0.038 2.853 3.699 0.0 0.0 0.0
C -1.141 3.538 3.458 0.0 0.0 0.0
C -1.899 3.205 2.340 0.0 0.0 0.0
C -1.467 2.193 1.492 0.0 0.0 0.0
C -0.282 1.469 1.689 0.0 -0.1 0.0
H 5.004 -0.860 3.486 0.0 0.0 0.0
H 4.489 1.020 5.071 0.0 0.0 0.0
H 2.402 2.286 4.780 0.0 0.0 0.0
H 3.355 -1.337 1.678 0.0 0.0 0.0
H 0.611 3.116 4.581 0.0 0.0 0.0
H -1.468 4.318 4.137 0.0 0.0 0.0
H -2.827 3.732 2.137 0.0 0.0 0.0
H -2.087 1.957 0.629 0.0 0.0 0.0
C 2.578 -7.311 -0.886 0.0 0.0 0.0
C 1.968 -6.262 0.007 0.0 0.0 0.0
C 1.531 -6.577 1.290 0.0 0.0 0.0
C 0.983 -5.605 2.115 0.0 0.0 0.0
C 0.869 -4.295 1.670 0.0 0.0 0.0
C 1.289 -3.970 0.387 0.0 0.0 0.0
C 1.834 -4.949 -0.432 0.0 0.0 0.0
S 0.215 -3.029 2.779 0.0 -0.1 0.0
O -0.723 -3.768 3.610 0.0 0.0 0.0
O 1.388 -2.505 3.451 0.0 0.0 0.0
N -0.442 -1.939 1.884 0.3 -0.2 0.0
C -1.671 -2.359 1.217 -0.1 0.1 0.0
C -1.695 -1.966 -0.266 0.0 -0.2 -0.1
O -2.626 -2.397 -0.959 -0.1 0.1 0.0
O -0.749 -1.214 -0.669 -0.1 0.1 0.0
H 2.362 -8.315 -0.516 0.0 0.0 0.0
H 3.664 -7.202 -0.938 0.0 0.0 0.0
H 2.193 -7.233 -1.904 0.0 0.0 0.0
H 1.611 -7.600 1.645 0.0 0.0 0.0
H 0.623 -5.850 3.105 0.0 0.0 0.0
H 1.173 -2.963 0.005 0.0 0.0 0.0
H 2.148 -4.678 -1.435 0.0 0.0 0.0
H -2.540 -1.876 1.678 0.0 0.0 0.0
H -1.854 -3.436 1.279 0.0 0.0 0.0
Cl 2.390 -0.123 -0.895 -0.1 -0.1 0.1
C 0.154 0.892 -3.446 0.0 0.0 0.0
P -0.763 1.655 -2.046 -0.1 0.0 0.0
C -2.430 1.656 -2.844 0.0 0.0 0.0
C -2.845 2.546 -3.837 0.0 0.0 0.1
C -4.100 2.428 -4.419 0.0 0.0 0.0
C -4.954 1.403 -4.029 0.0 0.0 0.0
C -4.542 0.498 -3.062 0.0 0.0 0.0
C -3.292 0.625 -2.468 0.0 0.0 0.0
C -0.272 3.417 -2.215 0.1 0.0 0.0
C 1.061 3.733 -2.493 -0.1 0.0 0.0
C 1.501 5.050 -2.480 0.0 0.0 0.0
C 0.623 6.081 -2.180 0.0 0.0 0.0
C -0.697 5.780 -1.873 0.0 0.0 0.0
C -1.135 4.464 -1.883 0.0 0.0 0.0
H 1.196 0.757 -3.159 0.0 0.0 0.0
H 0.057 1.468 -4.370 0.0 0.0 0.0
H -0.271 -0.104 -3.576 0.0 0.0 0.0
H -2.182 3.341 -4.156 0.0 0.0 0.0
H -4.409 3.132 -5.183 0.0 0.0 0.0
H -5.933 1.308 -4.485 0.0 0.0 0.0
H -5.186 -0.320 -2.763 0.0 0.0 0.0
H -2.971 -0.112 -1.741 0.0 0.0 0.0
H 1.766 2.937 -2.692 0.0 0.0 0.0
H 2.541 5.267 -2.694 0.0 0.0 0.0
H 0.967 7.109 -2.166 0.0 0.0 0.0
H -1.389 6.572 -1.612 0.0 0.0 0.0
H -2.163 4.243 -1.622 0.0 0.0 0.0
```
Forces are in eV/Å.

LUMO, eV: 4.47
Total charge: -2
HOMO, eV: -2.57
ΔE to the lowest compared entry with this formula, charge and spin, eV: 0.000
Orbital gap, eV: 7.0

2.
A molecular structure, C25H27BN8OSTi. Source: the OMol25 dataset; level of theory: ωB97M-V/def2-TZVPD.

XYZ file:
```
64
Properties=species:S:1:pos:R:3:forces:R:3
Ti -0.610 -1.571 -0.128 -0.4 0.2 0.3
C -1.403 -2.133 -4.320 0.0 0.0 0.0
C -1.588 -2.546 -3.016 0.0 0.0 0.0
N -1.109 -1.625 -2.160 0.1 0.0 0.0
N -0.612 -0.608 -2.919 0.0 0.0 0.0
C -0.770 -0.903 -4.212 0.0 -0.1 0.0
B -0.150 0.780 -2.344 -0.1 0.0 0.1
N -1.294 1.224 -1.413 0.0 0.0 0.0
C -2.024 2.345 -1.337 0.0 0.0 0.0
C -2.970 2.183 -0.345 0.0 0.0 0.0
C -2.730 0.913 0.162 0.0 0.0 0.0
N -1.700 0.342 -0.474 0.1 -0.2 0.0
N 1.085 0.581 -1.418 0.0 0.0 0.0
C 2.177 1.332 -1.266 0.0 0.0 0.0
C 2.850 0.925 -0.122 0.0 0.0 0.0
C 2.097 -0.114 0.380 0.0 0.0 0.0
N 1.020 -0.324 -0.403 -0.1 0.0 0.2
N 0.107 1.726 -3.465 0.0 0.0 0.0
C -0.797 2.321 -4.302 0.0 0.0 0.0
C -0.116 2.791 -5.387 0.0 0.0 0.0
C 1.225 2.413 -5.153 0.0 0.0 0.0
N 1.354 1.765 -4.014 0.0 0.0 -0.1
H -1.692 -2.646 -5.220 0.0 0.0 0.0
H -2.044 -3.454 -2.661 0.0 0.0 0.0
H -0.433 -0.223 -4.977 0.0 0.0 0.0
H -1.820 3.185 -1.979 0.0 0.0 0.0
H -3.729 2.881 -0.042 0.0 0.0 0.0
H -3.254 0.388 0.938 0.0 0.0 0.0
H 2.414 2.085 -1.998 0.0 0.0 0.0
H 3.771 1.322 0.268 0.0 0.0 0.0
H 2.271 -0.717 1.257 0.0 0.0 0.0
H -1.851 2.346 -4.080 0.0 0.0 0.0
H -0.517 3.330 -6.228 0.0 0.0 0.0
H 2.091 2.594 -5.769 0.0 0.0 0.0
C 0.665 -3.027 1.221 0.0 0.0 0.1
C -0.609 -3.619 1.079 0.0 0.0 0.0
C -0.811 -3.905 -0.279 0.1 0.1 0.0
C 0.372 -3.541 -0.978 0.1 -0.1 0.0
C 1.284 -3.018 -0.049 -0.1 0.0 -0.1
H 1.110 -2.699 2.149 0.0 0.0 0.0
H -1.320 -3.805 1.867 0.0 0.0 0.0
H -1.700 -4.348 -0.701 0.0 0.0 0.0
H 0.548 -3.663 -2.033 0.0 0.0 0.0
H 2.274 -2.664 -0.277 0.0 0.0 0.0
C 3.251 2.263 4.451 0.0 0.0 0.0
C 2.088 1.380 4.108 0.0 0.0 0.0
C 1.071 1.834 3.261 0.0 0.0 0.0
C -0.007 1.030 2.942 0.0 0.0 0.0
C -0.065 -0.254 3.475 0.0 0.0 0.0
C 0.938 -0.738 4.307 0.0 -0.1 0.0
C 2.006 0.085 4.621 0.0 0.0 0.0
S -1.403 -1.334 3.100 0.2 0.0 0.1
C -2.797 -0.464 3.781 0.0 0.0 0.0
O -1.637 -1.155 1.571 0.3 0.0 -0.4
H 3.053 3.302 4.194 0.0 0.0 0.0
H 4.144 1.945 3.909 0.0 0.0 0.0
H 3.484 2.207 5.513 0.0 0.0 0.0
H 1.124 2.838 2.859 0.0 0.0 0.0
H -0.786 1.389 2.279 0.0 0.0 0.0
H 0.875 -1.738 4.721 0.0 0.0 0.0
H 2.782 -0.277 5.283 0.0 0.0 0.0
H -2.673 -0.473 4.864 0.0 0.0 0.0
H -3.695 -1.013 3.504 0.0 0.0 0.0
H -2.812 0.557 3.406 0.0 0.0 0.0
```
Forces are in eV/Å.

LUMO, eV: -7.31
Total charge: +2
HOMO, eV: -14.21
ΔE to the lowest compared entry with this formula, charge and spin, eV: 0.000
Orbital gap, eV: 6.9

3.
12 unconnected molecules or ions with the total composition C25H72N15O15. Source: the OMol25 dataset; level of theory: ωB97M-V/def2-TZVPD.

XYZ file:
```
127
Properties=species:S:1:pos:R:3:forces:R:3
C -0.610 18.162 -19.862 0.4 -0.4 1.0
C 0.853 17.609 -19.695 0.8 0.4 -1.4
C 1.804 18.373 -20.704 -0.9 0.2 0.3
O 1.421 17.514 -18.505 -0.8 0.3 0.5
H -0.640 19.144 -19.391 -0.3 0.4 -0.3
H -1.306 17.518 -19.324 0.1 -0.1 0.5
H -1.000 18.091 -20.878 0.4 0.6 -0.4
H 0.774 16.678 -20.256 -0.2 -1.5 -0.2
H 2.754 17.841 -20.745 0.1 0.2 0.2
H 1.896 19.401 -20.354 0.4 0.2 0.1
H 1.372 18.420 -21.704 -0.1 -0.1 -0.4
C -6.292 14.419 -26.544 -1.5 -1.0 -1.7
C -5.099 13.855 -27.363 -0.4 2.6 1.0
C -5.544 13.740 -28.867 -0.7 1.7 0.7
C -5.640 15.152 -29.543 2.9 0.1 0.3
C -4.203 15.891 -29.462 -0.8 -0.7 0.0
C -3.245 15.397 -28.372 -0.5 -1.1 2.0
N -4.061 14.924 -27.204 -1.3 0.9 -2.6
O -3.549 15.067 -25.954 0.3 0.0 0.8
C -2.344 14.238 -28.827 1.2 0.6 -1.5
C -2.365 16.583 -27.969 -0.1 0.2 0.6
C -4.730 12.550 -26.798 1.0 -2.2 0.3
H -7.182 13.862 -26.838 -0.2 -0.8 0.0
H -6.597 15.349 -27.024 0.5 0.7 1.1
H -6.312 14.282 -25.463 0.7 0.8 -0.1
H -4.946 13.025 -29.431 0.1 0.2 0.0
H -6.591 13.437 -28.860 0.1 -0.8 0.1
H -6.305 15.854 -29.039 -0.3 -0.5 0.1
H -5.959 15.075 -30.583 0.0 -0.1 0.0
H -4.396 16.943 -29.251 0.0 0.0 -0.3
H -3.575 15.804 -30.348 -0.5 0.2 -0.5
H -1.361 14.675 -29.001 0.3 -0.1 -0.1
H -2.120 13.366 -28.212 -0.7 0.2 0.4
H -2.651 13.924 -29.825 -0.1 -0.5 0.1
H -1.650 16.862 -28.743 -0.2 -0.2 -0.2
H -2.969 17.464 -27.749 -0.1 0.0 0.1
H -1.785 16.380 -27.069 0.0 -0.1 0.0
H -3.888 12.143 -27.358 -0.3 -0.5 -0.4
H -5.596 11.889 -26.777 0.0 -0.3 -0.7
H -4.386 12.403 -25.774 0.0 1.2 0.4
H -2.785 14.489 -25.890 0.5 -0.4 0.3
C 5.592 25.208 -16.206 1.9 -0.8 2.6
C 5.072 23.802 -16.543 -0.9 0.0 -0.8
O 5.981 22.943 -17.203 1.4 0.8 -0.2
O 5.963 26.080 -17.197 -0.7 0.9 -3.1
H 6.543 25.156 -15.676 0.0 -1.2 0.9
H 4.961 25.720 -15.481 -0.9 -0.4 -0.1
H 4.195 23.936 -17.176 -0.3 0.1 -0.2
H 4.719 23.266 -15.661 0.0 0.6 0.5
H 5.666 22.049 -17.356 -0.6 0.2 0.2
H 6.391 26.859 -16.836 -0.1 -0.3 0.2
C 4.982 13.540 -26.021 0.6 -0.2 -0.4
C 5.074 15.059 -26.091 0.0 1.3 1.2
O 6.350 15.522 -25.765 2.8 -0.7 0.0
O 5.513 12.983 -27.209 0.0 0.0 -1.5
H 3.944 13.222 -25.916 -0.2 0.1 0.2
H 5.623 13.038 -25.297 -0.5 1.0 1.2
H 4.510 15.582 -25.319 -1.4 -0.7 -0.2
H 4.855 15.504 -27.062 -0.7 -0.7 -0.3
H 6.413 16.441 -25.494 -0.6 -0.1 -0.1
H 5.936 12.143 -27.016 -0.1 0.1 0.0
C 6.237 18.436 -12.414 1.2 -1.8 -0.7
C 6.172 18.270 -10.883 0.2 -0.2 -1.4
O 5.154 17.378 -10.448 0.0 0.6 -0.4
O 6.986 17.405 -13.134 -0.5 -0.2 0.7
H 6.856 19.295 -12.674 -0.9 0.8 0.4
H 5.263 18.385 -12.900 -0.1 0.5 0.3
H 6.073 19.319 -10.603 -0.4 0.0 0.9
H 7.131 17.868 -10.553 0.3 0.3 0.1
H 5.122 17.409 -9.489 0.0 0.0 0.0
H 7.910 17.532 -12.907 0.1 -0.1 0.0
C -6.318 19.455 -22.762 -1.6 2.3 2.9
O -6.761 20.432 -22.145 0.2 -0.1 -1.0
N -5.761 19.397 -23.915 2.4 2.3 -5.6
N -6.349 18.252 -22.281 -0.8 -3.4 2.4
H -5.485 18.548 -24.387 -0.2 0.4 0.2
H -5.587 20.263 -24.405 0.1 -0.2 0.1
H -6.984 18.133 -21.505 0.6 -0.7 -0.1
H -5.831 17.560 -22.804 -0.6 -0.5 1.0
C -3.994 14.391 -14.422 1.7 -0.8 0.4
O -2.994 14.061 -13.867 2.5 -1.5 1.8
N -4.187 15.635 -14.723 -1.7 3.4 -1.2
N -4.932 13.531 -14.813 -1.4 -0.7 -0.6
H -3.433 16.287 -14.559 -0.4 0.0 -0.3
H -5.031 15.822 -15.244 0.6 1.0 0.0
H -5.785 14.046 -14.976 -0.6 -1.3 0.2
H -4.829 12.671 -14.293 -0.8 0.0 -0.2
C -0.195 20.147 -12.702 -1.1 -2.8 2.6
O -0.054 18.955 -12.573 0.5 -1.7 1.0
N -0.088 20.735 -13.789 1.4 2.7 -6.9
N -0.663 20.956 -11.791 -1.2 1.2 5.4
H 0.037 20.062 -14.532 0.3 1.0 -0.9
H -0.199 21.739 -13.787 0.2 -0.5 -1.2
H -0.952 21.921 -11.864 0.2 -0.5 -0.2
H -0.792 20.470 -10.915 -0.2 0.6 0.1
C 11.349 18.113 -19.114 5.8 -1.2 -0.9
O 12.546 17.787 -19.061 -0.6 0.5 0.9
N 10.734 18.997 -18.423 -0.6 4.0 4.9
N 10.596 17.749 -20.076 -4.3 -2.9 -4.3
H 9.758 19.248 -18.488 0.5 0.0 -0.1
H 11.339 19.497 -17.788 -0.6 0.0 0.2
H 9.647 17.759 -19.731 -0.4 -0.4 -1.2
H 10.841 16.991 -20.697 0.1 0.0 0.4
C -0.904 10.140 -18.829 3.6 2.7 1.8
O -0.123 10.635 -18.008 -0.6 0.5 -0.3
N -1.332 10.795 -19.901 -0.7 1.5 -0.5
N -1.221 8.912 -18.725 -2.1 -5.4 -0.2
H -1.140 11.767 -19.705 -0.2 0.3 -1.3
H -1.629 10.355 -20.760 0.1 0.6 0.3
H -1.991 8.577 -19.286 0.3 -0.5 0.4
H -0.776 8.342 -18.019 -0.3 0.2 -0.2
C -1.716 24.756 -23.383 -1.7 -2.1 -2.4
O -1.959 24.006 -24.298 -0.2 -0.5 -2.1
N -2.043 26.030 -23.317 -0.2 3.0 0.3
N -1.250 24.291 -22.274 2.1 -0.6 4.5
H -2.570 26.499 -24.040 0.2 -0.3 0.4
H -1.935 26.394 -22.382 -0.5 0.8 -0.7
H -1.102 24.981 -21.551 0.3 -0.9 0.3
H -1.057 23.316 -22.095 -0.1 0.3 -0.3
C 6.520 11.369 -19.638 -0.6 1.4 4.6
O 6.394 12.010 -18.564 1.5 -0.4 -2.2
N 5.503 10.828 -20.194 -4.9 -1.5 -2.1
N 7.582 10.953 -20.282 5.7 0.3 -0.4
H 4.591 11.115 -19.868 0.0 -0.4 -0.3
H 5.682 10.192 -20.959 -1.0 0.3 0.2
H 7.654 10.287 -21.038 -0.6 0.3 0.3
H 8.473 11.173 -19.862 -0.1 0.0 -0.1
```
Forces are in eV/Å.

LUMO, eV: 1.65
Total charge: -1
HOMO, eV: -2.29
Orbital gap, eV: 3.9

4.
A molecular structure, C6H8O6Yb. Source: the OMol25 dataset; level of theory: ωB97M-V/def2-TZVPD.

XYZ file:
```
21
Properties=species:S:1:pos:R:3:forces:R:3
O 2.359 0.844 0.874 -0.8 1.0 -0.1
C -0.107 -1.676 0.679 -0.4 -1.0 0.3
C 2.861 -0.118 0.036 1.1 -1.2 -0.5
O -0.594 -2.634 1.239 0.1 1.4 -0.6
O 1.086 -1.824 0.128 0.9 0.0 -0.4
C 1.831 -0.936 -0.731 -0.4 0.1 0.0
H 3.481 -0.833 0.621 -0.3 0.3 -0.3
H 3.532 0.298 -0.748 -0.2 0.1 0.4
H 2.346 -1.611 -1.428 0.0 0.2 0.2
H 1.147 -0.308 -1.307 0.1 0.0 0.1
H -1.822 2.234 -1.155 0.2 -0.3 0.0
O -0.471 0.283 1.894 0.7 1.4 0.0
O -0.513 0.815 -0.367 0.9 -0.2 0.7
C -1.746 1.154 -0.970 -0.4 -0.2 -0.2
C -2.764 0.674 0.055 -0.1 -0.1 0.1
O -2.161 -0.509 0.561 -0.1 0.1 -0.3
C -0.806 -0.291 0.776 -0.9 0.1 0.0
H -1.841 0.599 -1.917 0.0 0.2 0.2
H -3.728 0.402 -0.388 0.2 0.1 0.2
H -2.906 1.408 0.863 0.0 -0.1 -0.2
Yb 0.817 2.031 1.283 -0.6 -1.8 0.0
```
Forces are in eV/Å.

LUMO (spin up / spin down), eV: -0.20 / -1.14
Total charge: 0
2S+1: 3
HOMO (spin up / spin down), eV: -6.29 / -9.75
ΔE to the lowest compared entry with this formula, charge and spin, eV: 0.000
Orbital gap (spin up / spin down), eV: 6.1 / 8.6

Number 1: calculated total energy -83975.6572 eV. Number 2: calculated total energy -74948.3443 eV. Number 3: calculated total energy -80151.0106 eV. Number 4: calculated total energy -50164.3478 eV.